Record 1
C4H8BrClO2S | ωB97M-V/def2-TZVPD

The geometry in XYZ format:
```
17
Properties=species:S:1:pos:R:3:lowdin_charge:R:1
C -1.22 -0.72 -1.54 -0.1061
C 0.07 1.21 1.77 -0.2046
C 0.20 -0.49 -1.20 -0.2385
C 0.31 1.78 0.45 -0.7093
O -0.16 -1.71 1.10 -0.3347
O 2.05 -0.83 0.62 -0.3714
S 0.84 -1.44 0.13 0.2985
Cl 1.50 -3.25 -0.67 0.3339
Br -0.95 2.68 -0.43 0.8322
H -1.12 -1.06 -2.54 0.0853
H -1.77 0.13 -1.41 0.0163
H -1.57 -1.54 -1.02 0.0554
H 0.12 2.04 2.52 0.0958
H -1.03 0.98 1.95 0.1012
H 0.57 0.29 2.03 0.0418
H 0.88 0.07 -1.72 0.0577
H 1.26 1.85 -0.04 0.0465
```

Summary:
Total charge ... 0
E_HOMO (alpha / beta) ... -9.349 / -8.127 eV
Multiplicity ... 1
E_LUMO (alpha / beta) ... -0.32 / -1.44 eV

---

Record 2
C3H6N2O | ωB97M-V/def2-TZVPD

The geometry in XYZ format:
```
12
Properties=species:S:1:pos:R:3:lowdin_charge:R:1
N -0.34 -0.64 0.22 0.0242
C 0.06 0.50 1.06 -0.3165
C 0.77 0.09 -1.12 -0.0529
O 0.94 -0.93 -1.98 0.0099
C -0.93 1.00 1.90 -0.3626
N -1.81 1.47 2.52 0.0600
H -0.44 -1.55 0.70 0.1325
H -1.25 -0.47 -0.21 0.1187
H 1.04 0.36 1.47 0.0657
H 0.15 0.89 -1.45 0.1098
H 1.71 0.37 -0.70 0.1084
H 0.16 -1.08 -2.50 0.1027
```

Summary:
Total charge ... 0
E_HOMO ... -6.923 eV
Energy above the lowest of the compared OMol25 structures with the same formula, charge and spin ... 119.8 kcal per mole
Multiplicity ... 1
E_LUMO ... -0.11 eV